Record 1
A molecular structure, C39H49AsBaCl2N2O2Si, computed with ωB97M-V with the def2-TZVPD basis set.

Geometry as XYZ:
```
97
C39H49AsBaCl2N2O2Si (ωB97M-V with the def2-TZVPD basis set)
Ba -1.783 0.161 1.044
C 0.235 -1.629 1.505
Si 1.346 -1.542 0.037
C 0.311 -2.071 -1.486
N -0.860 -1.216 -1.760
C -1.899 -1.924 -2.515
C -1.605 -2.089 -4.009
C -1.226 -0.736 -4.651
C -1.321 0.396 -3.628
C -0.461 0.051 -2.417
C 2.217 0.121 -0.155
C 2.303 1.004 0.921
C 3.156 2.099 0.883
C 3.923 2.342 -0.247
C 3.818 1.501 -1.347
C 2.977 0.400 -1.292
C 2.813 -2.757 0.131
C 2.647 -4.114 -0.153
C 3.692 -5.017 -0.024
C 4.937 -4.578 0.404
C 5.126 -3.235 0.695
C 4.075 -2.339 0.559
H 0.766 -1.447 2.447
H -0.226 -2.624 1.564
H -0.061 -3.070 -1.236
H 0.942 -2.193 -2.383
H -2.846 -1.390 -2.394
H -2.030 -2.905 -2.059
H -2.493 -2.508 -4.487
H -0.797 -2.811 -4.141
H -1.862 -0.524 -5.512
H -0.198 -0.773 -5.018
H -2.360 0.567 -3.334
H -0.955 1.328 -4.061
H -0.497 0.865 -1.688
H 0.576 -0.026 -2.764
H 1.706 0.823 1.810
H 3.228 2.755 1.742
H 4.605 3.183 -0.270
H 4.390 1.705 -2.244
H 2.928 -0.274 -2.142
H 1.676 -4.473 -0.484
H 3.535 -6.063 -0.256
H 5.755 -5.280 0.512
H 6.096 -2.883 1.025
H 4.239 -1.291 0.788
C -6.207 -3.884 2.205
C -5.156 -4.556 1.323
As -3.484 -3.498 1.261
C -2.846 -3.761 3.120
C -2.841 -5.157 3.734
C -2.369 -4.728 0.174
C -2.461 -6.232 0.411
H -7.153 -4.427 2.169
H -6.391 -2.859 1.878
H -5.878 -3.853 3.245
H -5.522 -4.640 0.298
H -4.956 -5.566 1.683
H -3.483 -3.106 3.720
H -1.841 -3.334 3.157
H -3.806 -5.654 3.627
H -2.619 -5.092 4.800
H -2.078 -5.788 3.283
H -1.337 -4.385 0.290
H -2.656 -4.518 -0.859
H -2.047 -6.515 1.376
H -1.899 -6.765 -0.359
H -3.493 -6.580 0.365
Cl 1.135 3.781 -2.783
C 1.225 5.481 -2.467
C 1.423 6.338 -3.527
C 1.519 7.700 -3.301
C 1.386 8.174 -2.012
C 1.161 7.312 -0.950
Cl 0.869 8.069 0.587
C 1.089 5.913 -1.128
N 0.834 4.969 -0.154
C 0.996 5.081 1.242
C 2.212 5.503 1.774
C 2.374 5.628 3.141
C 1.330 5.309 3.995
C 0.123 4.878 3.472
C -0.068 4.756 2.099
C -1.413 4.342 1.557
C -1.474 2.828 1.320
O -2.040 2.140 2.209
O -0.976 2.328 0.274
H 1.502 5.932 -4.526
H 1.683 8.381 -4.124
H 1.419 9.237 -1.815
H 0.396 4.108 -0.461
H 3.025 5.740 1.099
H 3.314 5.984 3.542
H 1.452 5.402 5.067
H -0.694 4.637 4.142
H -1.631 4.866 0.625
H -2.185 4.561 2.292
```

**Energy relative to the best compared isomer or geometry (same formula, charge and spin)**: 23.3 kcal/mol
**Net charge**: 0
**Calculated total energy**: -5246.7113 hartree
**HOMO-LUMO gap**: 6.6 eV

=====

Record 2
A molecular structure, C39H49AsBrMnN6O2Si2, computed with ωB97M-V with the def2-TZVPD basis set.

Geometry as XYZ:
```
101
C39H49AsBrMnN6O2Si2 (ωB97M-V with the def2-TZVPD basis set)
Mn -0.483 1.209 -0.318
C -2.302 4.183 -1.340
C -1.323 4.033 -2.511
C 0.091 4.119 -2.009
C 0.930 5.136 -2.454
C 2.192 5.275 -1.903
C 2.557 4.413 -0.882
C 1.669 3.425 -0.508
N 0.478 3.238 -1.079
N -2.446 2.969 -0.544
C -3.258 1.970 -1.240
C -3.401 0.716 -0.415
C -4.495 -0.122 -0.575
C -4.631 -1.217 0.264
C -3.669 -1.425 1.244
C -2.597 -0.557 1.307
N -2.440 0.480 0.485
C -3.005 3.299 0.770
C -1.986 3.262 1.887
C -2.275 3.935 3.072
C -1.399 3.844 4.138
C -0.245 3.092 3.979
C -0.027 2.478 2.758
N -0.874 2.547 1.734
H -3.283 4.508 -1.730
H -1.920 4.969 -0.683
H -1.506 4.833 -3.231
H -1.505 3.082 -3.009
H 0.590 5.817 -3.217
H 2.859 6.048 -2.246
H 3.506 4.500 -0.385
H 1.922 2.730 0.285
H -2.760 1.707 -2.181
H -4.260 2.356 -1.496
H -5.232 0.097 -1.335
H -5.482 -1.872 0.170
H -3.753 -2.238 1.946
H -1.816 -0.679 2.041
H -3.785 2.575 1.035
H -3.483 4.288 0.761
H -3.183 4.512 3.153
H -1.612 4.348 5.068
H 0.467 2.988 4.782
H 0.869 1.885 2.588
C -0.088 1.061 -3.904
O -0.558 0.294 -2.809
C -0.764 -1.038 -3.092
C -0.836 -1.564 -4.370
C -0.940 -2.941 -4.538
Br -1.042 -3.637 -6.313
C -0.950 -3.810 -3.469
C -0.921 -3.292 -2.173
C -0.876 -1.901 -1.985
O -0.875 -1.344 -0.768
C -0.885 -4.139 -0.997
N -1.108 -3.678 0.218
C -0.961 -4.742 1.068
C -1.121 -4.827 2.448
C -0.887 -6.045 3.044
C -0.501 -7.159 2.295
C -0.357 -7.108 0.924
C -0.604 -5.886 0.317
N -0.575 -5.465 -0.988
H 0.723 0.541 -4.419
H 0.288 1.996 -3.500
H -0.894 1.265 -4.620
H -0.814 -0.944 -5.251
H -1.007 -4.873 -3.641
H -0.979 -2.090 -0.096
H -1.423 -3.970 3.025
H -1.005 -6.148 4.112
H -0.317 -8.088 2.807
H -0.071 -7.982 0.360
H -0.337 -6.027 -1.785
C 3.180 -0.182 3.596
Si 2.037 -1.155 2.401
C 2.831 -2.868 2.082
C 0.374 -1.504 3.282
As 1.577 0.055 0.431
Si 3.751 0.403 -0.427
C 3.506 1.075 -2.212
C 4.818 1.634 0.607
C 4.851 -1.156 -0.596
H 3.422 -0.755 4.486
H 2.725 0.750 3.922
H 4.114 0.062 3.100
H 3.052 -3.380 3.013
H 3.761 -2.767 1.534
H 2.169 -3.505 1.502
H 0.498 -2.108 4.175
H -0.269 -2.057 2.604
H -0.130 -0.586 3.573
H 2.698 1.803 -2.249
H 3.246 0.262 -2.885
H 4.397 1.551 -2.610
H 4.206 2.302 1.209
H 5.465 2.242 -0.018
H 5.461 1.082 1.286
H 4.329 -1.972 -1.089
H 5.176 -1.503 0.380
H 5.746 -0.937 -1.173
```

**Energy relative to the best compared isomer or geometry (same formula, charge and spin)**: 6.9 kcal/mol
**Net charge**: +1
**Calculated total energy**: -8534.2959 hartree
**HOMO-LUMO gap (spin up / spin down)**: 6.4 / 6.5 eV
**Expectation value of S²**: 8.755
**2S+1**: 6

=====

Record 3
A molecular structure, C39H49F2HfN9O2S, computed with ωB97M-V with the def2-TZVPD basis set.

Geometry as XYZ:
```
103
C39H49F2HfN9O2S (ωB97M-V with the def2-TZVPD basis set)
Hf -0.888 -0.373 0.002
C -4.701 -0.475 -0.250
C -4.111 0.189 -1.475
N -2.713 0.690 -1.343
C -2.674 2.158 -1.146
C -2.946 2.477 0.289
N -1.937 1.792 1.121
C -2.392 1.894 2.529
C -1.365 1.573 3.610
C -0.293 0.545 3.287
N -0.739 -0.587 2.429
C -1.776 -1.429 3.074
C -3.071 -1.436 2.292
N -2.790 -1.648 0.860
C -4.037 -1.796 0.069
H -5.758 -0.654 -0.448
H -4.662 0.192 0.616
H -4.743 1.028 -1.770
H -4.122 -0.525 -2.300
H -2.270 0.520 -2.237
H -3.398 2.654 -1.797
H -1.677 2.501 -1.414
H -3.941 2.147 0.590
H -2.904 3.557 0.447
H -1.105 2.382 1.028
H -3.268 1.259 2.632
H -2.748 2.911 2.707
H -1.925 1.275 4.497
H -0.833 2.483 3.891
H 0.102 0.142 4.220
H 0.541 1.020 2.789
H 0.095 -1.158 2.317
H -1.965 -1.072 4.086
H -1.405 -2.447 3.163
H -3.614 -0.505 2.405
H -3.714 -2.233 2.670
H -2.321 -2.547 0.801
H -4.721 -2.444 0.617
H -3.770 -2.309 -0.856
F -2.431 -1.870 -5.149
C -2.052 -2.305 -3.942
C -1.492 -1.404 -3.062
C -1.061 -1.782 -1.784
C -1.134 -3.166 -1.506
C -1.771 -4.027 -2.400
F -1.941 -5.316 -2.070
C -2.252 -3.629 -3.626
C -0.388 -3.711 -0.347
C 0.261 -4.945 -0.413
C 1.042 -5.367 0.641
C 1.172 -4.540 1.751
C 0.522 -3.333 1.731
N -0.255 -2.911 0.719
H -1.353 -0.394 -3.425
H -2.729 -4.326 -4.302
H 0.171 -5.553 -1.300
H 1.556 -6.319 0.597
H 1.775 -4.819 2.604
H 0.639 -2.672 2.584
C -0.396 2.505 -6.342
N -0.179 1.785 -5.092
C -0.022 2.354 -3.890
S 0.425 1.360 -2.561
N -0.198 3.672 -3.822
C 0.018 4.524 -2.653
H -0.437 1.782 -7.150
H 0.418 3.204 -6.552
H -1.345 3.043 -6.328
H 0.070 0.812 -5.134
H -0.393 4.153 -4.685
H 0.413 3.928 -1.834
H -0.916 4.995 -2.345
H 0.737 5.304 -2.898
O 0.510 3.397 0.505
C 1.203 2.396 0.551
N 2.535 2.300 0.793
C 3.011 0.925 0.958
C 1.724 0.230 0.549
O 1.452 -0.988 0.433
N 0.725 1.086 0.381
C 4.202 0.580 0.066
C 4.549 -0.754 -0.138
C 5.655 -1.077 -0.910
C 6.430 -0.074 -1.478
C 6.083 1.254 -1.281
C 4.968 1.581 -0.518
C 3.273 0.584 2.447
C 3.171 -0.727 2.912
C 3.423 -1.023 4.246
C 3.784 -0.016 5.131
C 3.901 1.288 4.670
C 3.647 1.586 3.336
H 3.093 3.119 0.959
H 3.949 -1.547 0.291
H 5.913 -2.117 -1.068
H 7.299 -0.327 -2.073
H 6.676 2.044 -1.727
H 4.707 2.626 -0.403
H 2.912 -1.527 2.231
H 3.352 -2.049 4.592
H 3.989 -0.248 6.170
H 4.197 2.082 5.347
H 3.749 2.614 3.007
```

**Energy relative to the best compared isomer or geometry (same formula, charge and spin)**: 0.0 kcal/mol
**Net charge**: +2
**Calculated total energy**: -2804.4930 hartree
**HOMO-LUMO gap**: 8.1 eV

=====

Record 4
A molecular structure, C39H49MnN4O4P3S2, computed with ωB97M-V with the def2-TZVPD basis set.

Geometry as XYZ:
```
102
C39H49MnN4O4P3S2 (ωB97M-V with the def2-TZVPD basis set)
Mn 2.309 -1.359 -0.908
O 4.878 -2.172 0.180
C 3.714 -2.147 0.518
C 3.196 -2.736 1.798
C 4.033 -2.954 2.918
C 3.679 -3.806 3.960
C 2.299 -4.028 4.078
C 1.367 -3.531 3.105
C 1.826 -2.866 1.985
P 0.727 -2.221 0.705
C -0.323 -3.568 0.220
C -0.283 -4.007 -1.085
C -0.875 -5.214 -1.483
C -1.692 -5.805 -0.529
C -2.018 -5.145 0.669
C -1.256 -4.097 1.107
C -0.386 -1.039 1.578
C -1.298 0.001 0.841
C -2.642 -0.038 1.485
C -2.738 -0.135 2.817
C -1.388 -0.092 3.612
C -0.386 -0.928 2.944
H 5.066 -2.620 2.794
H 4.360 -4.133 4.723
H 1.820 -4.690 4.833
H 0.302 -3.700 3.289
H 0.302 -3.370 -1.819
H -0.734 -5.654 -2.449
H -2.108 -6.807 -0.658
H -2.838 -5.474 1.356
H -1.472 -3.635 2.031
H -1.238 -0.103 -0.248
H -3.545 0.092 0.838
H -3.707 0.056 3.377
H -1.530 -0.383 4.665
H 0.467 -1.250 3.505
N 2.432 -1.793 -5.066
C 2.096 -2.324 -3.869
N 2.391 -3.574 -3.568
S 1.165 -1.169 -2.883
H 3.145 -2.216 -5.671
H 2.256 -0.776 -5.190
H 2.796 -4.181 -4.268
H 1.994 -4.005 -2.733
C -2.266 1.698 5.908
C -1.116 2.026 5.030
C -0.292 3.108 5.309
C 0.677 3.456 4.350
N 0.621 2.957 3.093
C -0.151 1.946 2.809
S -0.510 1.658 1.084
N -0.882 1.330 3.817
H -2.672 2.699 6.117
H -1.997 1.280 6.900
H -2.956 1.030 5.428
H -0.455 3.583 6.257
H 1.333 4.332 4.531
C -2.051 3.609 -5.347
C -3.575 3.663 -5.626
O -4.383 3.345 -4.495
P -3.743 2.390 -3.306
O -3.937 0.958 -4.149
C -4.588 -0.242 -3.672
C -3.694 -1.103 -2.742
O -5.085 2.212 -2.329
C -5.418 2.965 -1.088
C -6.047 4.306 -1.384
H -1.546 4.113 -6.129
H -1.738 2.579 -5.248
H -1.843 4.134 -4.366
H -3.874 2.972 -6.445
H -3.917 4.654 -5.944
H -4.801 -0.799 -4.653
H -5.556 -0.013 -3.238
H -3.858 -2.128 -2.995
H -3.824 -0.902 -1.672
H -2.646 -0.792 -2.984
H -4.510 2.997 -0.439
H -6.144 2.288 -0.594
H -5.434 4.903 -2.089
H -6.209 4.880 -0.498
H -7.044 4.106 -1.796
C 2.792 1.941 -1.720
P 3.638 0.448 -1.065
C 4.910 0.422 -2.396
C 4.378 1.098 0.459
C 3.571 1.784 1.394
C 4.137 2.584 2.368
C 5.505 2.826 2.389
C 6.292 2.128 1.486
C 5.749 1.217 0.600
H 2.101 2.415 -1.015
H 2.179 1.638 -2.597
H 3.506 2.728 -2.039
H 5.359 1.393 -2.547
H 4.441 0.078 -3.320
H 5.630 -0.318 -2.052
H 2.503 1.575 1.370
H 3.491 3.055 3.139
H 5.965 3.500 3.156
H 7.359 2.214 1.518
H 6.461 0.674 -0.041
```

**Energy relative to the best compared isomer or geometry (same formula, charge and spin)**: 67.9 kcal/mol
**Net charge**: +1
**Calculated total energy**: -5006.5992 hartree
**HOMO-LUMO gap (spin up / spin down)**: 4.8 / 7.1 eV
**Expectation value of S²**: 6.206
**2S+1**: 5

=====

Among the records above, which one has the highest net charge?
C39H49F2HfN9O2S